No. 1
{"formula": "C3H4N4O", "method": "the ωB97M-V functional and the def2-TZVPD basis", "elements": ["C", "C", "C", "H", "H", "H", "H", "N", "N", "N", "N", "O"], "positions_angstrom": [[-0.670054, -1.277496, -0.296401], [1.365341, 0.054212, -0.226270], [0.633734, 1.147818, -0.413699], [-2.697430, -0.258896, 1.537243], [-1.205620, -2.148061, -0.553776], [3.213503, 0.519191, 0.408295], [1.092994, 2.275681, -0.204833], [-1.399415, -0.069998, -0.336948], [0.666617, -1.192944, -0.268835], [2.553434, -0.247905, 0.361932], [-0.774169, 1.118852, -0.200107], [-2.778937, 0.079550, 0.193400]], "forces_ev_per_angstrom": [[3.98, 3.13, -0.50], [5.28, -7.46, 3.82], [-6.25, 7.31, 1.61], [-0.24, 1.47, -5.52], [-0.43, -1.08, 0.29], [-0.19, 0.62, 0.05], [-1.37, -3.20, -0.94], [-1.04, 1.55, 1.82], [-4.48, -0.88, -0.97], [-2.41, 1.62, -2.28], [4.34, -0.63, -1.65], [2.81, -2.46, 4.26]], "lowdin_charge": [-0.072, -0.476, -0.064, 0.307, 0.109, 0.018, 0.170, -0.208, 0.118, 0.105, 0.114, -0.121], "lumo_ha": -0.0436, "gap_ha": 0.2717, "e_tot_ev": -11176.130, "multiplicity": 1, "homo_energy_ev": -8.58, "e_above_lowest_kcal_mol": 180.8}

No. 2
{"formula": "C3H4N4O", "method": "the ωB97M-V functional and the def2-TZVPD basis", "elements": ["C", "C", "O", "N", "C", "N", "N", "N", "H", "H", "H", "H"], "positions_angstrom": [[-1.812545, 0.536431, 0.870802], [-1.237541, 1.669262, 0.291696], [-0.004165, 1.524001, -0.325603], [0.443973, 0.248857, -0.411811], [1.532268, -0.223041, 0.352805], [1.359841, -1.521569, 0.332779], [0.281820, -1.820973, -0.396622], [-0.241388, -0.786645, -0.858639], [-3.088051, 0.634456, 1.026019], [-1.242034, -0.445095, 0.687184], [-1.632530, 2.612291, 0.290885], [2.193130, 0.272742, 0.848981]], "forces_ev_per_angstrom": [[-2.16, 2.31, -1.81], [-0.77, -6.69, 2.11], [0.29, 1.17, -1.14], [2.91, 0.04, 1.81], [-6.97, -3.83, -3.97], [1.88, -0.01, 0.94], [0.85, -1.34, -0.23], [-1.48, 1.63, -1.38], [4.31, -0.54, 0.09], [-2.15, 1.73, 1.22], [-0.55, 2.29, -0.38], [3.84, 3.23, 2.73]], "lowdin_charge": [0.019, -0.156, -0.021, -0.154, -0.027, 0.028, -0.033, 0.011, 0.144, 0.047, 0.075, 0.067], "lumo_ha": 0.0221, "gap_ha": 0.3757, "e_tot_ev": -11177.445, "smiles": "C=COn1cnnn1", "multiplicity": 1, "homo_energy_ev": -9.62, "e_above_lowest_kcal_mol": 150.4}

No. 3
{"formula": "C3H4N4O", "method": "the ωB97M-V functional and the def2-TZVPD basis", "elements": ["H", "N", "C", "N", "C", "N", "N", "C", "O", "H", "H", "H"], "positions_angstrom": [[0.588348, 3.107220, -0.611313], [-0.302551, 2.684421, -0.863330], [-0.537218, 1.500498, -0.448182], [-1.769488, 0.829192, -0.617644], [-1.598363, -0.331583, -0.091123], [-0.367569, -0.484729, 0.532220], [0.268022, -1.645495, 0.516019], [1.519128, -1.701474, 0.484128], [0.356620, 0.681375, 0.277019], [-2.332073, -1.126052, -0.047129], [1.967649, -2.667022, 0.424167], [2.207495, -0.846349, 0.445169]], "forces_ev_per_angstrom": [[0.01, -0.55, 0.00], [-0.45, -1.38, 0.69], [0.17, 1.75, -0.44], [0.64, -0.71, 0.22], [0.28, 0.87, -0.02], [-0.84, 0.31, 0.22], [-0.71, -0.81, -0.14], [1.43, 0.68, -0.23], [-0.27, 0.58, -0.54], [0.19, -0.01, 0.00], [0.07, -0.63, 0.17], [-0.52, -0.10, 0.07]], "lowdin_charge": [0.054, 0.152, -0.455, 0.150, -0.089, -0.144, 0.019, -0.011, 0.039, 0.138, 0.062, 0.086], "lumo_ha": 0.0143, "gap_ha": 0.3509, "e_tot_ev": -11180.446, "smiles": "[H]/N=c1/ncn(N=C)o1", "multiplicity": 1, "homo_energy_ev": -9.16, "e_above_lowest_kcal_mol": 81.2}

No. 4
{"formula": "C3H4N4O", "method": "the ωB97M-V functional and the def2-TZVPD basis", "elements": ["H", "N", "C", "C", "N", "N", "C", "O", "N", "H", "H", "H"], "positions_angstrom": [[-1.771527, -1.980070, -0.074599], [-2.358390, -1.061849, -0.170320], [-1.232182, -0.364267, -0.010932], [-1.186582, 1.109590, -0.060498], [0.027309, 1.646120, 0.060645], [1.093632, 0.930295, -0.235253], [1.048880, -0.276338, -0.050579], [2.402706, -0.874908, -0.095114], [0.050408, -0.981162, 0.150235], [-1.992595, 1.975465, 0.165263], [1.895410, 1.634452, 0.101097], [2.022929, -1.757333, 0.220055]], "forces_ev_per_angstrom": [[-2.50, 0.66, -0.33], [5.47, -0.39, 0.99], [-2.89, -0.70, -1.13], [2.02, 2.98, 2.27], [-5.29, 1.67, -1.43], [3.54, 10.57, 0.87], [5.50, -7.50, 0.41], [-4.65, -0.83, 1.17], [-3.00, -1.28, 0.01], [1.48, -2.89, -0.66], [-1.36, -3.13, -1.55], [1.68, 0.84, -0.62]], "lowdin_charge": [0.073, 0.099, -0.420, -0.030, 0.031, 0.037, -0.513, 0.026, 0.168, 0.161, 0.247, 0.122], "lumo_ha": 0.0010, "gap_ha": 0.3425, "e_tot_ev": -11180.223, "smiles": "[H]/N=c1/cn[nH]c(O)n1", "multiplicity": 1, "homo_energy_ev": -9.29, "e_above_lowest_kcal_mol": 86.4}